No. 1
Formula: C44H61ClF3O24S
Source: the OMol25 dataset
Level of theory: ωB97M-V with the def2-TZVPD basis set

The calculation puts the LUMO energy at 1.7 eV. The HOMO energy comes out at -4.44 eV. Its total charge is -1.

XYZ file:
```
134
Properties=species:S:1:pos:R:3:forces:R:3:lowdin_charge:R:1
C 5.083857 1.052700 2.093628 -0.92 -0.01 -0.30 -0.033
C 3.734607 1.346708 2.500562 1.59 -0.39 -0.15 -0.109
C 2.637682 0.273791 2.984122 -0.08 1.08 -1.37 -0.217
C 1.181284 0.895134 2.625010 -0.38 0.60 -0.38 -0.087
C 0.493728 1.664155 3.865179 -0.85 0.02 0.87 -0.302
F 1.458934 2.210968 4.789288 -2.02 -1.31 -2.04 0.022
F -0.326623 0.770226 4.625234 2.08 2.65 -1.76 0.080
F -0.288246 2.798262 3.447605 1.91 -3.03 1.20 0.058
C 0.171913 -0.141345 1.913455 -0.61 1.79 -1.49 -0.203
C -1.310521 0.495906 1.661659 -6.25 -0.09 1.25 -0.514
O -1.513339 1.440227 0.827383 2.18 -2.26 1.88 -0.072
O -2.386296 -0.048548 2.373906 5.72 1.65 -2.68 -0.181
O -0.051913 -1.379623 2.648577 3.19 -0.42 0.01 -0.193
S 1.360518 -2.213499 2.955162 -1.31 -5.29 1.79 0.796
O 1.390563 -2.462764 4.459559 0.40 1.66 -4.14 -0.328
O 1.455468 -3.525910 2.190759 -0.51 4.18 1.55 -0.351
C 2.875325 -1.214621 2.420060 1.29 1.15 1.20 -0.769
O 4.052750 -1.760808 3.080720 -2.22 -0.05 -0.33 -0.088
Cl 3.184405 -1.312998 0.622398 -0.68 0.12 1.44 0.719
H 5.326767 0.578607 1.066436 -0.54 -0.90 2.59 0.058
H 6.007678 1.314517 2.737743 -1.55 1.31 -1.69 0.066
H 3.434349 2.465098 2.521357 0.64 -1.83 1.81 0.124
H 2.769902 0.199529 4.133619 -0.12 0.05 -1.93 0.169
H 1.383960 1.718924 1.835745 -0.67 -1.39 1.28 0.171
H 0.585723 -0.322547 0.845277 -0.60 0.05 1.84 0.143
H 3.792996 -2.532097 3.641752 0.04 0.69 -0.58 0.110
O 0.032545 0.883294 -1.687330 0.32 0.70 -0.68 0.111
C -0.541116 1.667316 -2.393634 0.02 -1.04 1.04 -0.474
O -0.055628 2.900167 -2.720177 0.22 -0.09 0.03 0.021
C -1.038686 3.608198 -3.480448 -0.03 0.35 -0.11 -0.177
C -1.935085 2.541454 -4.065915 -0.47 -0.03 -0.48 -0.169
C -1.899452 1.465181 -3.003219 -0.01 0.11 -0.42 -0.087
H -1.579202 4.282777 -2.809100 0.02 -0.04 0.00 0.126
H -0.547032 4.200024 -4.255708 0.15 -0.02 0.21 0.118
H -2.940692 2.900674 -4.292771 0.09 0.00 0.01 0.114
H -1.497441 2.156579 -4.993012 -0.06 0.07 0.06 0.120
H -2.660382 1.624642 -2.236809 0.16 -0.19 0.05 0.130
H -1.991512 0.469965 -3.436899 -0.08 0.02 0.36 0.126
O -4.314682 -0.155741 -5.327584 -0.05 0.46 0.65 0.097
C -5.089875 -0.000078 -4.414353 0.45 -0.49 -0.55 -0.467
O -4.788019 0.664127 -3.266507 0.12 -0.09 -0.71 0.006
C -5.892215 0.566336 -2.357631 -0.27 0.08 0.54 -0.143
C -7.094055 0.270274 -3.222750 -0.36 -0.13 0.13 -0.163
C -6.492867 -0.539155 -4.351243 -0.32 0.40 0.11 -0.072
H -5.685600 -0.236110 -1.643412 0.07 0.08 -0.04 0.136
H -6.003053 1.504979 -1.811684 0.29 -0.09 -0.06 0.131
H -7.889801 -0.245912 -2.690140 0.23 0.17 -0.07 0.090
H -7.504752 1.204142 -3.619419 -0.04 -0.12 0.10 0.122
H -6.455126 -1.604949 -4.112685 0.03 0.01 -0.15 0.142
H -7.019229 -0.372848 -5.288719 0.28 -0.33 0.06 0.093
O 4.175189 4.846780 5.549682 -0.11 0.49 0.80 0.108
C 3.408788 4.993924 6.468245 0.46 -0.58 -0.88 -0.473
O 3.713293 5.666835 7.613584 0.23 0.00 -0.37 0.020
C 2.620605 5.556785 8.532616 -0.19 0.05 0.47 -0.167
C 1.414571 5.241354 7.680046 -0.57 0.11 0.08 -0.156
C 2.014101 4.436162 6.547564 -0.35 0.39 0.24 -0.086
H 2.844885 4.759052 9.247685 0.04 0.03 -0.04 0.124
H 2.502395 6.495936 9.076873 0.25 -0.06 -0.08 0.123
H 0.628840 4.714466 8.224445 0.07 0.10 0.00 0.128
H 0.987592 6.167662 7.284374 0.11 -0.28 0.21 0.093
H 2.068666 3.372493 6.788518 0.02 0.05 -0.21 0.128
H 1.474589 4.592460 5.614005 0.24 -0.34 -0.01 0.123
O 6.902601 -1.772581 1.010881 0.45 -0.27 0.75 0.097
C 7.750392 -1.573164 1.841534 -0.96 0.34 -0.75 -0.491
O 7.795313 -2.198910 3.050127 -0.10 -0.09 -0.40 0.029
C 8.862641 -1.649076 3.829314 0.18 -0.03 0.48 -0.165
C 9.810564 -1.032879 2.827108 0.65 0.21 0.00 -0.163
C 8.874563 -0.580844 1.727126 0.54 -0.07 0.06 -0.074
H 8.445713 -0.907833 4.517926 -0.02 -0.04 -0.05 0.129
H 9.339594 -2.441339 4.409516 -0.27 -0.03 -0.05 0.125
H 10.416577 -0.227503 3.246278 -0.07 -0.10 0.05 0.117
H 10.489684 -1.799073 2.439113 -0.06 0.07 0.05 0.121
H 8.483819 0.423007 1.911256 -0.06 -0.05 -0.14 0.127
H 9.349100 -0.636277 0.747270 -0.33 0.13 -0.03 0.132
O 10.339779 -3.740268 -0.887230 0.02 -0.75 0.22 0.095
C 9.611641 -4.654194 -0.583483 0.26 0.65 -0.49 -0.471
O 9.991554 -5.960082 -0.579258 0.31 0.70 0.06 0.028
C 8.856207 -6.783024 -0.277438 -0.23 -0.61 -0.13 -0.163
C 7.885615 -5.874524 0.437609 -0.48 -0.09 0.34 -0.147
C 8.160816 -4.532074 -0.204850 -0.09 -0.21 0.49 -0.069
H 8.447453 -7.170908 -1.213466 0.19 0.10 0.28 0.089
H 9.166757 -7.622615 0.347973 0.20 0.10 -0.16 0.128
H 6.847270 -6.199150 0.348813 0.12 -0.05 -0.01 0.121
H 8.134700 -5.829238 1.503104 -0.07 -0.01 -0.08 0.120
H 7.567191 -4.384546 -1.109901 0.08 0.15 0.05 0.131
H 8.005306 -3.713653 0.495082 -0.04 0.06 -0.44 0.094
O -2.396370 6.797395 7.649622 0.76 0.17 -0.52 0.120
C -1.915709 7.326336 6.680940 -0.69 -0.27 1.02 -0.470
O -0.583926 7.324722 6.394142 -0.48 0.01 0.11 -0.006
C -0.347934 8.133995 5.236073 0.44 0.19 -0.37 -0.158
C -1.672094 8.186943 4.510850 -0.22 0.13 -0.63 -0.162
C -2.670133 8.115239 5.646262 0.01 -0.07 -0.55 -0.082
H -0.013206 9.122969 5.564044 -0.02 -0.05 0.02 0.128
H 0.434471 7.680733 4.624402 0.01 -0.04 0.27 0.131
H -1.784023 9.073017 3.883420 0.10 -0.07 0.05 0.118
H -1.780102 7.305142 3.871401 0.05 0.11 0.06 0.128
H -2.899767 9.104369 6.049936 -0.09 -0.11 0.08 0.132
H -3.582581 7.599318 5.347673 -0.03 0.14 0.34 0.131
O -9.929139 0.504196 -2.564417 -0.52 -0.80 0.30 0.112
C -10.666710 -0.399791 -2.266710 0.46 0.91 -0.54 -0.461
O -10.299341 -1.710076 -2.257944 0.10 0.46 0.04 0.033
C -11.441384 -2.521578 -1.966026 -0.10 -0.53 0.03 -0.164
C -12.411325 -1.603940 -1.259266 -0.56 -0.07 0.38 -0.168
C -12.119271 -0.264162 -1.899971 -0.27 -0.19 0.45 -0.082
H -11.844479 -2.907722 -2.907170 0.05 0.04 0.03 0.128
H -11.143092 -3.362937 -1.337894 0.19 0.11 -0.18 0.128
H -13.451705 -1.919633 -1.356574 0.11 -0.06 -0.01 0.117
H -12.170515 -1.560683 -0.192216 -0.03 -0.04 -0.11 0.122
H -12.703863 -0.111659 -2.810366 0.08 0.13 0.03 0.134
H -12.272799 0.557958 -1.201019 0.07 0.13 -0.35 0.129
O 6.890436 -8.301570 -2.069708 -0.14 0.61 -0.59 0.104
C 6.294815 -7.518908 -2.767465 0.15 -0.65 0.72 -0.464
O 6.758798 -6.280938 -3.088543 0.15 -0.55 0.22 0.020
C 5.758782 -5.577831 -3.835552 -0.18 0.60 -0.25 -0.156
C 4.872200 -6.651626 -4.420886 -0.46 -0.04 -0.48 -0.163
C 4.932226 -7.735807 -3.366180 -0.13 0.05 -0.50 -0.077
H 5.215982 -4.915678 -3.154534 0.05 -0.05 -0.02 0.134
H 6.235421 -4.974144 -4.609882 0.15 -0.05 0.25 0.129
H 3.860321 -6.304208 -4.636130 0.13 0.05 0.03 0.122
H 5.306836 -7.023513 -5.354481 -0.04 0.07 0.08 0.121
H 4.175500 -7.592458 -2.591134 0.08 -0.13 0.02 0.140
H 4.850295 -8.729795 -3.805812 -0.01 -0.02 0.38 0.129
O -9.105300 -1.455462 -6.401261 0.66 0.28 -0.47 0.118
C -8.604036 -1.137851 -7.449403 -0.64 -0.09 0.89 -0.472
O -7.400680 -0.510454 -7.560218 -0.44 -0.29 0.12 0.016
C -7.161100 -0.183867 -8.933165 0.44 0.27 -0.30 -0.156
C -8.031809 -1.130355 -9.725616 -0.05 -0.21 -0.64 -0.167
C -9.219703 -1.326566 -8.809033 0.20 -0.26 -0.45 -0.084
H -7.431630 0.864006 -9.094647 0.01 -0.05 0.04 0.129
H -6.102050 -0.314719 -9.161995 -0.07 0.09 0.29 0.132
H -8.297478 -0.746909 -10.712464 0.09 0.02 0.09 0.117
H -7.512899 -2.084464 -9.863066 -0.02 0.12 0.00 0.122
H -9.984213 -0.561321 -8.963321 -0.05 -0.11 0.10 0.134
H -9.646593 -2.324200 -8.911784 -0.22 0.22 0.22 0.128
```
Forces are in eV/Å.

No. 2
Formula: C44H64Cl3N4O5P2PbS2
Source: the OMol25 dataset
Level of theory: ωB97M-V with the def2-TZVPD basis set

The calculation puts the relative energy (zero: lowest compared OMol25 entry of this formula, charge and spin) at 0.0 kcal/mol. The calculation puts the LUMO energy at 2.1 eV. The HOMO energy comes out at -4.25 eV. Its total charge is -1.

XYZ file:
```
125
Properties=species:S:1:pos:R:3:forces:R:3:lowdin_charge:R:1
Pb -0.316982 0.577488 -0.944070 -0.01 -0.06 0.04 1.092
C 3.472646 2.318242 -3.983497 0.01 -0.03 0.04 -0.128
C 3.790766 0.860153 -3.658091 0.03 0.04 0.06 -0.534
C 5.199762 0.755746 -3.077929 -0.03 -0.02 0.00 -0.121
P 2.452715 0.087436 -2.593617 0.00 0.02 -0.13 1.050
C 2.560867 -1.702064 -3.108239 0.05 0.01 0.02 -0.551
C 1.756369 -2.567175 -2.141861 -0.03 -0.02 0.00 -0.131
C 3.893409 -2.361869 -3.464570 0.02 0.01 0.01 -0.117
C 3.132764 0.248135 -0.908135 0.07 -0.12 -0.04 -0.340
C 3.967594 -0.686377 -0.297821 0.00 0.03 -0.03 -0.121
C 4.439710 -0.516666 0.994415 0.02 0.01 0.04 -0.125
C 4.049104 0.620189 1.699869 -0.01 -0.07 -0.02 -0.100
C 3.220470 1.558210 1.123579 -0.05 0.05 -0.05 -0.058
C 2.742401 1.419377 -0.202335 -0.04 0.06 0.08 -0.362
N 1.841513 2.262370 -0.801093 0.19 -0.01 -0.03 -0.088
C 1.704667 3.569735 -0.449229 -0.15 0.10 -0.04 -0.322
C 2.715916 4.376357 0.121689 0.00 0.01 0.03 -0.048
C 2.493936 5.704271 0.433079 0.08 -0.05 -0.01 -0.109
C 1.269100 6.307239 0.184107 -0.09 0.04 -0.01 -0.120
C 0.283246 5.559701 -0.445670 0.02 0.00 0.04 -0.115
C 0.482514 4.228273 -0.783995 0.09 -0.11 0.04 -0.302
P -0.682808 3.264310 -1.789717 0.00 0.03 -0.10 1.010
C -2.241483 4.244747 -1.792329 -0.07 -0.01 0.01 -0.546
C -3.206995 3.758378 -2.872724 -0.01 0.04 -0.01 -0.102
C -2.901192 4.163238 -0.414075 -0.07 -0.03 0.00 -0.121
C 0.087540 3.501054 -3.459239 0.00 -0.01 -0.01 -0.531
C -0.002908 4.940657 -3.958862 0.02 0.00 0.04 -0.101
C -0.362022 2.483824 -4.506696 -0.03 0.01 0.00 -0.121
H 4.272920 2.757237 -4.586448 0.00 -0.01 -0.01 0.075
H 2.540018 2.398998 -4.539580 -0.04 0.03 -0.02 0.053
H 3.380559 2.904754 -3.065834 -0.01 0.01 -0.02 0.068
H 3.741391 0.284670 -4.590008 0.00 0.01 0.00 0.096
H 5.286571 1.372326 -2.181097 -0.01 0.01 0.00 0.079
H 5.462646 -0.262497 -2.796115 0.02 -0.02 0.00 0.054
H 5.934476 1.112436 -3.806150 0.00 0.00 -0.01 0.075
H 1.981110 -1.648366 -4.038437 -0.02 0.00 0.01 0.071
H 2.294673 -2.760082 -1.212474 0.00 0.01 -0.01 0.061
H 1.519542 -3.531193 -2.601105 0.00 0.00 0.01 0.083
H 0.813688 -2.080692 -1.887409 -0.06 -0.04 0.02 0.013
H 4.541782 -2.509469 -2.599646 -0.02 0.01 -0.01 0.060
H 3.697610 -3.350703 -3.889707 0.00 0.00 0.00 0.076
H 4.449821 -1.792138 -4.208599 0.02 0.01 -0.01 0.059
H 4.259023 -1.573444 -0.844555 -0.01 0.02 0.02 0.085
H 5.096590 -1.253133 1.440039 0.00 0.00 0.01 0.098
H 4.384756 0.766930 2.720625 0.01 -0.01 0.01 0.099
H 2.903030 2.413089 1.704962 -0.01 0.02 0.00 0.099
H 3.692759 3.949119 0.302736 0.00 -0.03 0.01 0.099
H 3.300520 6.281258 0.872068 0.00 0.00 0.01 0.095
H 1.092500 7.341610 0.447913 -0.01 0.00 -0.01 0.087
H -0.660237 6.037123 -0.679728 0.00 0.01 0.00 0.092
H -1.979337 5.283795 -2.013911 0.05 -0.02 0.03 0.089
H -3.417361 2.693158 -2.775984 0.00 -0.03 0.00 0.053
H -4.155285 4.294403 -2.775607 0.00 -0.01 0.01 0.084
H -2.825146 3.948385 -3.874944 -0.01 -0.02 -0.02 0.053
H -3.381969 3.186503 -0.303043 0.05 0.02 0.03 0.049
H -2.189800 4.301511 0.400943 0.00 0.02 0.00 0.060
H -3.681897 4.922777 -0.323081 0.00 0.00 -0.03 0.081
H 1.131704 3.293496 -3.213989 0.00 -0.02 0.00 0.061
H -1.021282 5.203768 -4.250761 -0.02 0.00 -0.01 0.066
H 0.332870 5.648425 -3.197800 0.00 0.00 -0.04 0.068
H 0.632760 5.067082 -4.839198 0.00 -0.01 -0.01 0.077
H -1.419452 2.584982 -4.756328 0.01 0.02 0.00 0.067
H 0.207617 2.634300 -5.429149 0.01 0.00 0.00 0.074
H -0.208721 1.458350 -4.169654 0.03 0.00 0.00 0.019
C -0.232686 -2.460658 7.001276 0.00 0.01 -0.01 -0.046
C 1.048029 -2.143723 6.217347 -0.01 -0.01 0.01 -0.559
C 1.946699 -1.269393 7.090953 0.00 0.00 -0.02 -0.071
C 1.792495 -3.448136 5.898190 0.00 0.01 0.00 -0.040
C 0.682287 -1.460430 4.904759 0.01 -0.05 0.00 -0.154
C 1.158215 -0.211789 4.533071 0.01 0.02 -0.01 0.007
C 0.794424 0.316782 3.302980 0.05 0.01 -0.05 -0.106
N 0.024513 -0.314891 2.424404 -0.13 -0.10 0.12 0.107
C -0.435097 -1.524279 2.771996 0.03 0.14 0.03 -0.213
C -0.144763 -2.108580 3.991920 0.00 -0.04 0.01 0.035
C -1.270716 -2.250638 1.775897 0.03 0.04 -0.01 -0.246
C -2.553129 -2.654995 2.091526 0.01 0.00 0.06 0.018
C -3.337749 -3.304413 1.139203 0.03 -0.06 -0.04 -0.161
C -2.738048 -3.553131 -0.084234 0.01 0.09 -0.05 -0.002
C -1.437144 -3.127276 -0.309494 0.00 0.00 0.03 -0.124
N -0.702874 -2.477337 0.586350 -0.01 -0.06 -0.04 0.095
C -4.774151 -3.692938 1.457621 0.00 0.03 0.04 -0.548
C -5.488061 -4.283036 0.241855 0.02 -0.08 0.02 -0.058
C -5.542668 -2.439256 1.903290 -0.01 0.00 -0.06 -0.039
C -4.757361 -4.731575 2.586888 -0.04 0.03 0.02 -0.048
H 0.018007 -2.962810 7.938382 0.00 0.00 0.00 0.083
H -0.897577 -3.114740 6.436943 0.00 0.00 0.00 0.077
H -0.778904 -1.545236 7.236779 0.00 0.00 0.00 0.091
H 2.177590 -1.798989 8.017083 0.00 0.00 0.00 0.083
H 1.458899 -0.328935 7.354317 0.00 0.00 0.00 0.086
H 2.890836 -1.042096 6.592962 0.00 0.00 0.00 0.086
H 2.078343 -3.951685 6.824810 0.00 0.00 0.00 0.083
H 2.694433 -3.245710 5.318563 0.00 0.00 0.00 0.094
H 1.172823 -4.129974 5.315641 0.00 0.00 0.00 0.081
H 1.807168 0.364096 5.176521 0.00 0.01 0.00 0.102
H 1.140420 1.300648 3.003963 -0.02 -0.02 0.02 0.108
H -0.536060 -3.097546 4.194003 0.00 0.01 0.01 0.123
H -2.944368 -2.413840 3.072036 -0.03 0.00 -0.01 0.123
H -3.270819 -4.022572 -0.897760 -0.01 -0.01 0.01 0.107
H -0.974282 -3.314886 -1.270971 0.04 0.01 -0.03 0.080
H -5.474747 -3.587909 -0.598013 -0.03 0.01 0.01 0.072
H -6.528606 -4.484047 0.504843 -0.01 0.00 -0.01 0.085
H -5.040083 -5.231672 -0.066517 0.03 0.04 -0.02 0.086
H -5.489339 -1.672189 1.129120 -0.02 -0.01 0.02 0.064
H -5.149547 -2.024583 2.832470 0.05 0.00 0.00 0.078
H -6.591900 -2.694464 2.070999 0.00 -0.01 0.00 0.085
H -4.218147 -5.630576 2.280639 0.00 0.00 0.00 0.087
H -5.779680 -5.016071 2.848016 0.00 0.00 0.00 0.083
H -4.275717 -4.334787 3.482889 -0.01 -0.02 0.00 0.075
O -1.262928 2.179622 1.583870 0.08 -0.01 -0.07 -0.140
H -0.983942 1.271060 1.792911 -0.01 -0.02 0.08 -0.048
H -2.123053 2.080634 1.156657 -0.05 0.02 0.04 -0.064
O 2.103277 -2.922380 1.459376 0.01 -0.08 0.01 -0.071
H 1.275775 -2.696143 0.996520 0.08 0.06 0.03 -0.009
H 2.674950 -2.150301 1.362117 -0.10 0.04 -0.05 -0.004
Cl -1.909964 -3.714434 -4.060338 0.03 -0.03 -0.03 0.583
C -2.024186 -1.980833 -4.497871 -0.08 0.06 0.04 -1.497
Cl -0.668490 -1.569477 -5.548498 -0.01 -0.03 0.00 0.591
Cl -3.544364 -1.709276 -5.373440 0.03 0.00 0.00 0.606
C -1.980202 -1.134205 -3.199204 0.05 -0.08 -0.10 -0.723
N -1.095927 -0.341848 -2.924470 -0.02 0.09 0.03 -0.070
O -4.257213 0.578371 -2.725883 0.03 0.06 0.04 -0.362
S -4.078332 -0.461584 -1.749445 -0.23 -0.04 -0.01 0.198
O -3.107055 -1.558974 -2.444621 0.07 -0.02 0.02 -0.339
O -5.223425 -1.262389 -1.401608 0.06 0.02 -0.02 -0.364
S -3.168944 0.158677 -0.091484 0.10 0.03 -0.05 0.325
```
Forces are in eV/Å.